Formula: C40H80BrClF9N4O7
Source: the OMol25 dataset
Level of theory: wB97M-V/def2-TZVPD

XYZ file:
```
142
Properties=species:S:1:pos:R:3:mulliken_charge:R:1
C -6.09942 0.95661 2.71408 -1.14
C -5.31939 0.08794 3.69762 -0.81
C -3.84492 -0.14312 3.28851 0.45
C -2.88654 0.66785 4.18829 -2.05
C -1.52703 1.11100 3.60840 0.46
N -0.53404 1.15537 4.69266 -0.19
C -1.01813 0.40643 2.37596 1.71
C -0.71530 -1.08612 2.36502 -1.05
C -1.40655 -1.76193 1.21066 -0.89
O -0.82324 -1.21127 0.03889 -0.22
C -1.37296 -1.70788 -1.13900 0.12
O -0.74960 -2.52974 -1.79725 -0.61
C -2.70845 -1.14009 -1.52288 -0.21
C -2.77878 0.37275 -1.39735 -0.43
N 0.00774 1.33105 1.87535 1.03
C 1.42836 0.98280 1.81120 -1.02
C 2.08754 0.43714 3.07701 -1.41
C 2.88846 1.48427 3.81269 0.79
F 2.12224 2.44562 4.36989 -0.39
F 3.71443 2.11106 2.93361 -0.32
C 3.79327 0.81219 4.89618 0.65
F 4.91634 0.39076 4.25538 -0.35
F 3.19589 -0.27241 5.41928 -0.32
C 4.23961 1.76503 6.02440 0.73
F 4.55722 2.95738 5.48638 -0.26
F 3.21149 1.90234 6.88550 -0.29
C 5.48677 1.24067 6.82943 0.63
F 5.36619 1.65477 8.11333 -0.25
F 6.62015 1.75856 6.31230 -0.24
F 5.54843 -0.10380 6.81888 -0.23
C -0.44143 2.57830 2.12698 -0.92
N -0.05738 3.68152 1.55763 1.19
C -0.49321 5.01085 2.02120 -1.58
C -0.21067 5.27880 3.50782 -0.07
C -1.42386 5.87670 4.23037 -0.58
Cl -1.18351 7.60743 4.58376 -0.20
C 0.84343 3.69262 0.39463 0.08
C 2.23086 4.21869 0.80319 -1.15
C 0.22911 4.49257 -0.77317 -0.36
C 0.17361 3.63021 -2.03604 -1.56
N -1.45391 2.54283 3.10695 -0.09
Br -3.11587 3.05581 2.30448 0.02
H -6.05579 0.54608 1.71364 0.28
H -7.14043 0.97070 3.01587 0.46
H -5.73610 1.97511 2.72853 0.15
H -5.38804 0.55962 4.67287 0.33
H -5.83769 -0.85826 3.78671 0.48
H -3.75795 0.15370 2.25275 -0.14
H -3.65876 -1.19697 3.44517 0.29
H -2.62213 0.00071 4.99737 0.35
H -3.40890 1.49363 4.65216 0.65
H -0.32402 0.19898 4.96098 0.37
H -0.97730 1.57018 5.50128 0.34
H -1.81650 0.52104 1.64650 -1.39
H 0.33544 -1.30430 2.23559 0.28
H -1.07501 -1.55186 3.27675 0.61
H -1.18528 -2.82535 1.25248 0.61
H -2.48104 -1.60706 1.24496 0.21
H -2.87076 -1.41109 -2.55339 0.44
H -3.48261 -1.57934 -0.90181 0.22
H -3.79313 0.69224 -1.59196 0.15
H -2.16187 0.88139 -2.12772 0.38
H -2.52265 0.73721 -0.40639 -0.20
H 2.02939 1.81054 1.48520 0.00
H 1.53594 0.23749 1.03181 0.50
H 2.82091 -0.29874 2.76061 0.82
H 1.42660 -0.08592 3.74415 0.69
H 0.03980 5.75265 1.44774 0.58
H -1.53634 5.12181 1.76665 0.74
H 0.58316 6.00274 3.61368 0.84
H 0.06351 4.36705 4.01772 -0.42
H -1.64138 5.35526 5.14949 0.41
H -2.31895 5.83365 3.62909 0.19
H 0.99272 2.70080 -0.00058 0.38
H 2.63352 4.87358 0.04937 0.19
H 2.94597 3.41596 0.90938 0.32
H 2.19210 4.72282 1.76381 0.34
H 0.86716 5.33785 -0.98669 0.44
H -0.78085 4.81246 -0.54901 0.41
H 1.13918 3.20479 -2.26740 0.25
H -0.55758 2.84464 -1.87458 0.17
H -0.19418 4.23475 -2.85583 0.52
C 0.80385 -4.95451 -3.89686 -0.58
C 1.36525 -5.98014 -2.92624 0.45
C 2.37807 -5.34287 -1.98681 -1.13
O 1.96295 -7.06424 -3.63759 -0.59
H 1.59927 -4.53887 -4.52214 0.32
H 0.07543 -5.41751 -4.56516 0.03
H 0.32089 -4.13744 -3.36274 0.07
H 0.55076 -6.41579 -2.34554 0.31
H 3.22505 -4.93874 -2.54324 0.29
H 2.77269 -6.08596 -1.29143 0.36
H 1.92583 -4.53073 -1.41357 0.15
H 2.68819 -6.70651 -4.15840 0.36
C 4.52676 3.43656 -4.11988 -1.40
C 4.01676 4.12881 -2.86716 0.54
C 5.08887 5.00159 -2.23352 -1.39
O 3.55047 3.15544 -1.92156 -0.35
H 5.36911 2.78313 -3.87828 0.34
H 3.74667 2.81506 -4.55997 0.34
H 4.85602 4.16050 -4.86496 0.39
H 3.14799 4.74067 -3.11733 0.24
H 5.94792 4.39505 -1.93554 0.34
H 4.70922 5.49156 -1.33568 0.33
H 5.43375 5.76871 -2.92635 0.41
H 4.29849 2.59794 -1.68521 0.24
C -1.51264 -6.51852 -7.49766 -1.18
C -2.44148 -6.92152 -6.36228 0.43
C -1.99150 -8.22032 -5.71058 -1.12
O -3.78046 -7.04538 -6.84231 -0.59
H -1.51258 -7.28252 -8.27950 0.36
H -1.84785 -5.58621 -7.95295 0.31
H -0.48861 -6.38657 -7.14471 0.32
H -2.46467 -6.12872 -5.61301 0.18
H -2.00601 -9.03639 -6.43792 0.34
H -2.66706 -8.49433 -4.89991 0.32
H -0.98042 -8.13461 -5.30845 0.29
H -3.78966 -7.74038 -7.50701 0.36
C 4.88702 -2.45142 0.33378 -1.08
C 5.59066 -3.46106 -0.56323 0.45
C 7.09749 -3.25577 -0.55802 -1.45
O 5.08206 -3.37125 -1.89258 -0.50
H 5.07179 -1.43322 -0.02191 0.30
H 3.80784 -2.61530 0.31580 0.19
H 5.23662 -2.52579 1.36503 0.41
H 5.35916 -4.47101 -0.22394 0.30
H 7.34883 -2.26197 -0.93907 0.35
H 7.58342 -3.98561 -1.20456 0.36
H 7.50869 -3.35312 0.44751 0.37
H 5.27139 -2.48841 -2.22427 0.31
C -7.55644 1.49304 -2.05501 -1.25
C -6.79258 0.53096 -2.95136 0.37
C -7.72478 -0.45998 -3.62852 -1.37
O -5.79999 -0.16813 -2.18912 -0.38
H -8.07446 0.94630 -1.26211 0.32
H -6.87364 2.19614 -1.57572 0.28
H -8.29595 2.05881 -2.62148 0.41
H -6.24499 1.09313 -3.70818 0.27
H -8.24773 -1.06384 -2.88192 0.36
H -7.16207 -1.14268 -4.26485 0.33
H -8.46871 0.05129 -4.23938 0.40
H -6.25804 -0.67945 -1.51461 0.28
```

Computed properties:
**Total charge**: +1
**Total energy**: -6250.574848 Eh